1.
C19H25N3O5S2 | ωB97M-V/def2-TZVPD

- lowest unoccupied orbital energy (Ha) = 0.006
- energy relative to the best compared isomer or geometry (same formula, charge and spin) (eV) = 0.872
- calculated total energy (eV) = -56486.70488
- HOMO energy (eV) = -8.87
- orbital gap (eV) = 9.04
- SMILES = CCN(CC)S(=O)(=O)c1ccc(NC(=O)c2ccc(N(C)S(C)(=O)=O)cc2)cc1

CARTESIAN COORDINATES (ANGSTROEM)
C (-1.3947, -1.5871, 1.0961)
C (-2.4489, -2.2981, 0.2454)
N (-3.6542, -1.5423, 0.0071)
C (-4.4509, -1.0844, 1.1215)
C (-5.0321, -2.2404, 1.9293)
S (-3.7139, -0.6433, -1.3867)
O (-5.0611, -0.1824, -1.5428)
O (-3.1158, -1.4249, -2.4288)
C (-2.6603, 0.7755, -1.0810)
C (-1.3799, 0.7939, -1.6024)
C (-0.5294, 1.8411, -1.3076)
C (-0.9544, 2.8657, -0.4582)
N (-0.1162, 3.9165, -0.1025)
C (1.2530, 3.9442, 0.0362)
O (1.8275, 5.0078, 0.1212)
C (1.9449, 2.6354, 0.1365)
C (1.4444, 1.5946, 0.9122)
C (2.1202, 0.3955, 1.0052)
C (3.3258, 0.1947, 0.3224)
N (3.9876, -1.0229, 0.3820)
C (3.4336, -2.1118, 1.1508)
S (5.1914, -1.4324, -0.7314)
C (4.3036, -1.4500, -2.3099)
O (6.1992, -0.4215, -0.7717)
O (5.5993, -2.7687, -0.4281)
C (3.8518, 1.2630, -0.4119)
C (3.1760, 2.4624, -0.4905)
C (-2.2677, 2.8593, 0.0177)
C (-3.1177, 1.8150, -0.2934)
H (-1.7665, -1.4033, 2.1013)
H (-1.1075, -0.6384, 0.6486)
H (-0.5136, -2.2196, 1.1707)
H (-2.0489, -2.5154, -0.7460)
H (-2.7212, -3.2467, 0.7184)
H (-5.2642, -0.5128, 0.6727)
H (-3.8725, -0.4192, 1.7793)
H (-5.5471, -2.9301, 1.2669)
H (-5.7424, -1.8537, 2.6551)
H (-4.2535, -2.7795, 2.4630)
H (-1.0766, -0.0125, -2.2509)
H (0.4598, 1.8738, -1.7347)
H (-0.5605, 4.8136, 0.0541)
H (0.5242, 1.7227, 1.4634)
H (1.7021, -0.3812, 1.6227)
H (2.4434, -2.4010, 0.7859)
H (4.1150, -2.9510, 1.0408)
H (3.3722, -1.8417, 2.2058)
H (5.0363, -1.6047, -3.0915)
H (3.6012, -2.2721, -2.2795)
H (3.8004, -0.5012, -2.4407)
H (4.8115, 1.1611, -0.8873)
H (3.5954, 3.2839, -1.0509)
H (-2.6121, 3.6742, 0.6372)
H (-4.1364, 1.8006, 0.0587)

Forces on atoms 1 to 6 (eV/Å):
C -0.256 -0.102 -0.091
C 0.594 -0.213 -0.012
N -0.256 0.423 -0.993
C -0.406 0.199 0.321
C 0.192 0.203 -0.197
S 0.044 -0.037 0.180

2.
C17H12ClF6N4O5ReS2Se2 | ωB97M-V/def2-TZVPD

- lowest unoccupied orbital energy (alpha / beta) (Ha) = -0.180 / -0.180
- energy relative to the best compared isomer or geometry (same formula, charge and spin) (eV) = 17.877
- spin multiplicity = 2
- calculated total energy (eV) = -217318.04781
- net charge = +1
- HOMO energy (alpha / beta) (eV) = -11.14 / -11.16
- orbital gap (alpha / beta) (eV) = 6.23 / 6.27

CARTESIAN COORDINATES (ANGSTROEM)
Re (0.0601, 0.3847, -0.5849)
F (0.3747, -3.5529, 1.9055)
C (1.6808, -3.4666, 1.6794)
F (1.9534, -3.9896, 0.4915)
F (2.3329, -4.1251, 2.6193)
S (2.2295, -1.7015, 1.7075)
O (1.5049, -1.1180, 0.5436)
O (3.6426, -1.7388, 1.5566)
N (1.7719, -1.2548, 3.1886)
S (0.6478, -0.1186, 3.1900)
O (0.8295, 0.9135, 4.4442)
O (0.1576, 0.4531, 1.4275)
C (-0.8409, -1.1099, 3.7684)
F (-0.4575, -1.9817, 4.6751)
F (-1.7314, -0.2817, 4.2871)
F (-1.3615, -1.7332, 2.7240)
Se (-1.5944, 4.4191, -1.0106)
Se (-2.8088, 3.5087, 0.7246)
C (-1.2532, 3.0007, 1.7057)
C (-1.0623, 3.5839, 3.0323)
C (-0.0551, 3.3163, 3.8701)
C (1.0050, 2.3799, 3.5293)
C (0.8950, 1.7452, 2.1582)
N (-0.4376, 2.1408, 1.2294)
C (-2.0352, 3.0275, -2.2485)
C (-2.8187, 3.4205, -3.3308)
C (-3.1747, 2.4985, -4.2612)
C (-2.7650, 1.1869, -4.0913)
C (-1.9784, 0.8037, -3.0237)
N (-1.5786, 1.7869, -2.0873)
H (-1.8084, 4.3023, 3.3481)
H (0.0008, 3.8386, 4.8150)
H (1.8969, 2.3182, 4.1481)
H (1.7100, 1.1194, 1.8358)
H (-3.1449, 4.4474, -3.4158)
H (-3.7974, 2.7819, -5.0994)
H (-3.0765, 0.4266, -4.7952)
H (-1.7673, -0.2421, -2.9471)
O (-0.0241, 0.4576, -2.3643)
Cl (4.4024, -3.4377, -2.4163)
C (2.7268, -3.0608, -2.5176)
C (1.8692, -3.8237, -3.2885)
C (0.5362, -3.4522, -3.3193)
C (0.1290, -2.3513, -2.5916)
N (0.9456, -1.6105, -1.8392)
C (2.2323, -1.9778, -1.8117)
H (2.2309, -4.6777, -3.8441)
H (-0.1852, -4.0103, -3.8985)
H (-0.9146, -2.0661, -2.5994)
H (2.9057, -1.3792, -1.2187)

Forces on atoms 1 to 6 (eV/Å):
Re 0.028 0.012 -5.881
F -0.040 0.042 -0.081
C 0.049 -0.098 0.198
F 0.018 0.067 -0.036
F 0.014 -0.019 -0.012
S 0.072 -0.161 -0.658

3.
C4H10N3 | ωB97M-V/def2-TZVPD

- lowest unoccupied orbital energy (Ha) = -0.158
- energy relative to the best compared isomer or geometry (same formula, charge and spin) (eV) = 4.435
- calculated total energy (eV) = -8770.16437
- net charge = +1
- HOMO energy (eV) = -14.09
- orbital gap (eV) = 9.79

CARTESIAN COORDINATES (ANGSTROEM)
C (-1.0918, -2.0670, -1.1974)
C (0.0680, -0.0892, 0.3289)
C (-1.7784, 1.2821, -0.5812)
C (2.3826, 0.3418, 1.2649)
N (-1.0980, -1.7690, -0.0228)
N (-0.4286, 1.0416, 0.0381)
N (1.2474, -0.5285, 0.7436)
H (-1.6623, -2.9232, -1.3890)
H (-0.6516, -1.4586, -2.0705)
H (-2.5972, 1.0197, 0.1112)
H (-1.9234, 2.3009, -0.6090)
H (-2.0108, 0.8605, -1.5333)
H (3.2633, 0.4187, 0.4367)
H (2.8163, -0.1913, 2.0763)
H (1.9612, 1.3826, 1.5816)
H (0.1584, 1.9527, 0.0608)
H (1.3447, -1.5738, 0.7610)

Forces on atoms 1 to 6 (eV/Å):
C 1.168 1.924 -3.954
C -0.363 -5.513 -0.729
C -0.590 -1.375 2.166
C 0.232 1.052 -2.553
N 2.162 3.845 4.187
N -0.033 3.608 -1.045

4.
C18H48ClN4O9 | ωB97M-V/def2-TZVPD

- lowest unoccupied orbital energy (Ha) = 0.095
- energy relative to the best compared isomer or geometry (same formula, charge and spin) (eV) = 0.739
- calculated total energy (eV) = -56345.14229
- net charge = -1
- HOMO energy (eV) = -5.83
- orbital gap (eV) = 8.41

CARTESIAN COORDINATES (ANGSTROEM)
Cl (-1.5900, 0.4139, -0.8873)
O (-1.0661, 1.7528, -1.1465)
O (-0.5904, -0.5551, -1.2088)
O (-2.0543, 0.2328, 0.4776)
O (-2.7604, 0.2612, -1.7462)
C (0.0175, 3.2398, 7.9773)
O (-0.1507, 2.3464, 6.9049)
C (-1.3306, 2.5721, 6.1449)
C (-1.1855, 1.7472, 4.8862)
N (-1.3449, 0.3461, 5.2373)
C (-1.3289, -0.5604, 4.1138)
C (-1.3503, -2.0127, 4.5448)
O (-0.1899, -2.2734, 5.2956)
C (-0.1089, -3.6178, 5.7763)
H (-0.1970, 4.2887, 7.7291)
H (1.0737, 3.2238, 8.2408)
H (-0.6661, 2.9595, 8.7867)
H (-1.4755, 3.6420, 5.9484)
H (-2.1909, 2.2690, 6.7550)
H (-0.1896, 1.9604, 4.4728)
H (-1.8535, 1.9494, 4.0487)
H (-0.8177, -0.0402, 6.0027)
H (-0.4193, -0.4962, 3.4805)
H (-2.0101, -0.2936, 3.2988)
H (-1.5245, -2.6770, 3.6929)
H (-2.2153, -2.1099, 5.2251)
H (0.3615, -4.2451, 5.0211)
H (-1.1305, -3.9021, 6.0531)
H (0.4418, -3.5639, 6.7148)
C (-2.0956, -6.1817, -1.2446)
C (-1.5178, -4.7547, -1.1644)
C (-0.1467, -4.6448, -1.8781)
O (-0.3705, -4.3538, -3.2371)
C (0.7989, -3.8999, -3.8788)
N (-2.4965, -3.7778, -1.6793)
H (-1.7946, -6.7800, -0.3804)
H (-1.7274, -6.7145, -2.1239)
H (-3.1843, -6.1697, -1.2821)
H (-1.2545, -4.5775, -0.1122)
H (0.4244, -5.5760, -1.8083)
H (0.3768, -3.8448, -1.3432)
H (1.5336, -4.7116, -3.8792)
H (1.2638, -3.0648, -3.3361)
H (0.5637, -3.4761, -4.8510)
H (-2.1304, -2.9351, -1.2073)
H (-3.3209, -3.8408, -1.0736)
C (-2.2249, 3.1932, -4.9489)
C (-1.1618, 3.8377, -4.1137)
C (-1.6493, 4.5581, -2.8583)
O (-0.4982, 5.0982, -2.2558)
C (-0.7600, 5.7446, -1.0269)
N (-0.0712, 2.8648, -3.7784)
H (-1.7798, 2.6440, -5.7838)
H (-2.9828, 3.9024, -5.3005)
H (-2.7504, 2.3708, -4.4411)
H (-0.7860, 4.6319, -4.7769)
H (-2.2207, 3.9170, -2.1801)
H (-2.2882, 5.3790, -3.2272)
H (-1.4396, 6.5746, -1.2430)
H (0.1962, 6.0210, -0.5896)
H (-1.2170, 5.0693, -0.2939)
H (-0.4754, 2.2969, -3.0255)
H (-0.1640, 2.1995, -4.5450)
C (2.6163, -0.8202, -1.0598)
C (3.2231, 0.3811, -1.8085)
C (4.2828, -0.0928, -2.7922)
O (4.7476, 0.9197, -3.6556)
C (6.0881, 0.6665, -4.0676)
N (2.1232, 1.1023, -2.5241)
H (1.8755, -1.3272, -1.6762)
H (2.0309, -0.3877, -0.2459)
H (3.3917, -1.4655, -0.6329)
H (3.5544, 1.1415, -1.0946)
H (3.8037, -0.8665, -3.4092)
H (5.0019, -0.6424, -2.1726)
H (6.6804, 0.3131, -3.2238)
H (6.5332, 1.6362, -4.3137)
H (6.0710, 0.0874, -4.9914)
H (1.8959, 0.5223, -3.3365)
H (1.2777, 0.9753, -1.9675)

Forces on atoms 1 to 6 (eV/Å):
Cl -2.602 0.937 -0.715
O 0.229 -0.509 0.915
O 0.695 -0.650 -0.031
O 0.874 0.364 -0.109
O 0.712 -0.301 0.144
C -0.217 0.056 -0.171